[1]
DFT (ωB97M-V/def2-TZVPD) results for a molecular structure, C26H34ClO2W at a distorted geometry.

The geometry in ORCA input format:
```
! RIJCOSX wB97M-V def2-TZVPD def2/J DEFGRID3
* xyz 1 3
O -0.65591 -0.22165 -3.19088
C -1.26204 1.03287 -3.73088
C -1.01413 0.62890 -5.19104
H -0.75181 2.00480 -3.54979
H -2.33632 1.05030 -3.43291
C -0.74263 -0.76986 -4.57493
H -0.07498 1.06849 -5.59044
H -1.86543 0.74676 -5.88787
C 0.51964 -1.42587 -5.13724
H 1.44566 -0.90390 -4.85912
H 0.49154 -1.48393 -6.23657
H 0.59460 -2.46264 -4.78918
C -1.98045 -1.67117 -4.72763
H -2.89520 -1.06588 -4.70483
H -2.05499 -2.35803 -3.87604
H -1.96331 -2.25492 -5.66823
W -0.22283 -0.72410 1.29139
C -2.17781 -0.89597 2.34598
C -2.14363 0.48388 2.71757
C -2.16498 1.26981 1.55312
H -2.17708 0.85338 3.74384
C -2.12900 0.40989 0.40792
C -2.28628 -0.94337 0.88748
H -2.51131 -1.81957 0.27946
H -2.32823 -1.73237 3.01770
H -2.19221 2.35509 1.51685
H -2.19379 0.71606 -0.63237
C 0.31218 -2.52969 2.93234
C -0.21386 -3.01127 1.66960
C 0.74010 -2.65767 0.63932
H -1.11631 -3.61726 1.52437
C 1.86779 -1.99976 1.29414
C 1.60467 -1.97193 2.69430
H 2.27945 -1.55327 3.43750
H -0.13489 -2.69948 3.91753
H 0.72146 -2.99163 -0.39680
H 2.76912 -1.61558 0.79900
O 2.38544 0.21715 -2.97684
C 1.95314 -0.83869 -2.06831
C 1.03710 -0.25143 -0.96911
H 2.83890 -1.26786 -1.53634
H 1.51012 -1.68244 -2.64961
C 0.89939 1.24707 -1.29868
H 1.72280 -0.24144 -0.04912
H 0.08169 -0.84775 -0.86960
C 2.05396 1.46890 -2.29948
H 1.13766 1.75079 -0.35865
H -0.11198 1.59126 -1.57790
H 2.90253 1.75863 -1.63965
H 1.90269 2.24192 -3.07312
Cl -0.44987 4.12358 2.77189
C 0.01374 2.90711 3.89384
C -0.18961 3.18111 5.24409
C 0.20528 2.26349 6.22888
C 0.90838 1.12751 5.84713
C 1.20105 0.89393 4.51067
C 0.69396 1.71127 3.47863
C 0.79710 1.30729 2.07465
H -0.65509 4.11405 5.55730
H 0.06214 2.47612 7.29158
H 1.25275 0.40139 6.58550
H 1.85234 0.08007 4.22586
H 0.42653 2.07927 1.37105
H 1.81102 0.94827 1.79271
*
```

## Properties
Kohn-Sham gap (spin up / spin down) = 6.35 / 6.77 eV
energy above the lowest of the compared OMol25 structures with the same formula, charge and spin = 0.6308 eV
total energy = -45944.67599 eV

***

[2]
DFT (ωB97M-V/def2-TZVPD) results for 17 unconnected molecules or ions with the total composition H35O17 at a distorted geometry.

The geometry in ORCA input format:
```
! RIJCOSX wB97M-V def2-TZVPD def2/J DEFGRID3
* xyz 1 1
O -1.96357 0.82246 -1.87519
H -3.19693 -1.23150 -2.91402
H -2.02916 -2.11119 -2.85433
O -2.81031 -1.96784 -2.44405
H -2.67127 3.55169 -0.59554
H -1.64326 1.19110 2.46621
O 1.11283 1.88792 0.85942
H 0.12798 2.05336 1.25118
H 1.92476 2.53655 0.90129
O 3.45574 3.27048 1.10594
H 4.02492 3.61457 1.88799
H -0.20220 5.53071 -0.88374
O -2.06416 -0.98966 3.00008
H 0.95990 -5.49334 -0.70735
O 0.42291 -2.60647 -1.93813
H 1.08037 -2.94450 -1.44854
H 2.92868 -1.99444 -4.09053
O -2.67275 2.58274 4.20950
H -0.06111 0.19074 -4.62988
H 1.96260 -1.54488 4.78387
O -0.26847 4.46560 -0.90614
H -1.28728 1.12678 -2.51394
H 2.89985 -2.79172 0.86643
O -2.84111 3.01090 0.00441
H -1.52196 1.71321 0.93170
H -3.21943 3.32564 0.94430
O 2.85318 -1.25484 -4.41574
H -2.72558 1.54769 4.26591
H 3.49797 -0.58723 -4.48064
O 1.07368 -5.23972 0.25871
H 1.27339 -0.87193 1.43257
H -1.61540 -1.74564 2.50733
O 2.17329 -1.56040 3.76138
H 1.21781 0.84404 0.79035
H 3.07614 -1.93966 3.50559
O 1.25945 -0.51748 0.57568
H -1.49937 -0.02635 -1.76159
H 1.99628 -0.74960 0.06681
O 3.22189 -2.00868 0.34576
H -2.70186 2.79388 3.21548
H 0.30891 -1.74630 -2.14003
O -2.53080 -2.54520 0.14392
H -2.85514 -1.38820 3.45453
H -1.69573 -3.06518 -0.03473
O -1.16756 1.84508 1.78384
H 4.10707 -1.92980 0.30046
H 3.98464 3.53682 0.18331
O 0.21050 1.03004 -4.25345
H 0.53190 1.54875 -4.95651
H -0.03581 4.11917 -1.78240
H 0.46847 -5.78436 0.57288
H -3.12814 -3.07836 -0.26194
*
```

## Properties
Kohn-Sham gap = 10.17 eV
energy above the lowest of the compared OMol25 structures with the same formula, charge and spin = 7.7810 eV
total energy = -35364.54289 eV

***

[3]
DFT (ωB97M-V/def2-TZVPD) results for a single C7H7BO2 molecule at a distorted geometry.

The geometry in ORCA input format:
```
! RIJCOSX wB97M-V def2-TZVPD def2/J DEFGRID3
* xyz 0 1
C -0.26189 0.10758 -2.84741
C 0.00846 0.46368 -1.43458
C 0.02047 1.92130 -1.28607
C 0.16816 2.26156 -0.00994
C 0.24250 1.45282 0.98477
C 0.19594 0.18427 1.26944
B 0.27156 -0.78589 2.43630
O 0.52613 -0.33535 3.67756
O -0.12287 -2.08649 2.27961
C 0.01573 -0.42684 -0.44119
H -1.39684 0.04100 -2.97091
H 0.18461 -0.98470 -3.08785
H 0.30780 0.87169 -3.43341
H -0.03570 2.41281 -2.13721
H 0.37615 -0.93434 4.45504
H -0.31483 -2.67403 3.01423
H -0.18539 -1.48907 -0.46837
*
```

## Properties
Kohn-Sham gap (spin up / spin down) = 9.16 / 9.16 eV
energy above the lowest of the compared OMol25 structures with the same formula, charge and spin = 4.6595 eV
total energy = -12141.12774 eV
SMILES = Cc1cc#cc(B(O)O)c1

***

[4]
DFT (ωB97M-V/def2-TZVPD) results for 2 unconnected molecules or ions with the total composition C6H10O.

The geometry in ORCA input format:
```
! RIJCOSX wB97M-V def2-TZVPD def2/J DEFGRID3
* xyz 0 1
C -2.82847 -0.55421 0.88106
C -0.68853 0.56145 -0.66435
C -0.01992 1.45034 0.07292
C 1.39493 1.00602 0.36273
C 1.56959 -0.20770 -0.57442
C 0.14105 -0.67892 -0.90900
O -0.30954 -1.75119 -0.07845
H -2.20119 -0.27851 1.76211
H -2.65400 -1.64867 0.80343
H -1.73028 0.63807 -0.96834
H -0.43181 2.38308 0.44946
H 1.50464 0.74133 1.42427
H 2.13253 1.79230 0.16776
H 2.06707 0.11428 -1.49554
H 2.16259 -1.02137 -0.14558
H 0.05844 -1.07139 -1.92604
H -0.16708 -1.47491 0.83798
*
```

## Properties
Kohn-Sham gap (spin up / spin down) = 8.68 / 8.59 eV
energy above the lowest of the compared OMol25 structures with the same formula, charge and spin = 4.9342 eV
total energy = -8426.30615 eV

***

[5]
DFT (ωB97M-V/def2-TZVPD) results for 3 unconnected molecules or ions with the total composition C32H22FNO7S at a distorted geometry.

The geometry in ORCA input format:
```
! RIJCOSX wB97M-V def2-TZVPD def2/J DEFGRID3
* xyz 0 1
O 1.43665 -0.26003 2.94405
C 2.12104 -0.30252 1.94075
C 3.50506 -0.84662 1.98237
C 4.01010 -1.33002 3.18307
C 5.28235 -1.87473 3.23015
C 6.05593 -1.93953 2.07636
C 5.56466 -1.44374 0.87916
C 4.29111 -0.89090 0.82764
C 3.78404 -0.34775 -0.46058
O 4.48522 -0.33743 -1.45242
C 2.39201 0.17803 -0.50666
C 1.88571 0.65798 -1.70890
C 0.58224 1.12209 -1.77559
C -0.22246 1.10782 -0.64044
C 0.28175 0.64298 0.56308
C 1.59077 0.18089 0.63675
H 3.40500 -1.28448 4.07796
H 5.67033 -2.25438 4.16292
H 7.04498 -2.37724 2.11244
H 6.16704 -1.48863 -0.01781
H 2.51182 0.66380 -2.59051
H 0.18767 1.49346 -2.71268
H -1.24317 1.46338 -0.69788
H -0.34094 0.63472 1.44720
O -2.33508 3.22717 -3.34486
C -3.29053 3.86063 -3.74705
C -4.16971 3.31750 -4.81751
C -3.90195 2.05980 -5.34515
C -4.73297 1.52649 -6.31606
C -5.83628 2.24625 -6.76373
C -6.09860 3.50641 -6.25256
C -5.26450 4.04900 -5.28267
C -5.54983 5.41169 -4.75610
O -6.46985 6.06866 -5.19785
C -4.68248 5.94548 -3.67088
C -4.95282 7.20106 -3.14039
C -4.17308 7.69820 -2.10934
C -3.11978 6.94320 -1.60300
C -2.83819 5.69681 -2.13686
C -3.61437 5.19497 -3.17502
H -3.04675 1.50007 -4.99226
H -4.52516 0.54559 -6.72309
H -6.49076 1.82278 -7.51424
H -6.95246 4.06988 -6.60276
H -5.77453 7.78424 -3.53262
H -4.38716 8.67474 -1.69521
H -2.51728 7.33014 -0.79169
H -2.01755 5.11041 -1.74675
C 3.67276 -8.88139 5.63778
C 3.54984 -7.86994 5.01351
N 3.31517 -6.61396 4.45882
C 1.86736 -6.40066 4.29114
O 1.16714 -6.69123 5.47142
C 0.02412 -5.85540 5.61438
S 4.05484 -5.40608 5.39648
O 4.47535 -4.32348 4.56341
O 5.07010 -6.00513 6.20201
F 2.95309 -4.83346 6.37458
H 3.72266 -9.70143 6.31417
H 1.66633 -5.37134 3.97584
H 1.53604 -7.10054 3.51675
H -0.64517 -5.97229 4.75324
H 0.33864 -4.80342 5.63485
H -0.47554 -6.12854 6.53882
*
```

## Properties
Kohn-Sham gap = 8.44 eV
total energy = -62913.67476 eV
SMILES = O=C1c2ccccc2C(=O)c2ccccc21.O=C1c2ccccc2C(=O)c2ccccc21.C#CN(COC)S(=O)(=O)F

***

[6]
DFT (ωB97M-V/def2-TZVPD) results for a single C5H12N2 molecule.

The geometry in ORCA input format:
```
! RIJCOSX wB97M-V def2-TZVPD def2/J DEFGRID3
* xyz 0 1
N -3.06618 -1.04842 -0.42220
C -1.67730 -0.89693 -0.63132
C -1.04899 0.24652 -0.85667
C 0.44692 0.35451 -1.00051
C 1.04670 1.24527 0.08164
C 1.40362 0.46436 1.34482
N 2.63023 -0.33075 1.10289
H -3.33578 -2.02100 -0.47431
H -3.35776 -0.71063 0.48624
H -1.04277 -1.78590 -0.65182
H -1.55588 1.21089 -0.81974
H 0.67625 0.78495 -1.97252
H 0.90931 -0.63071 -0.95477
H 1.97631 1.71535 -0.25443
H 0.32937 2.02121 0.32343
H 0.64249 -0.25974 1.62935
H 1.54505 1.16216 2.17601
H 3.44524 0.27661 1.18877
H 2.75439 -0.96034 1.88826
*
```

## Properties
Kohn-Sham gap = 9.48 eV
energy above the lowest of the compared OMol25 structures with the same formula, charge and spin = 1.0156 eV
total energy = -8359.12062 eV
SMILES = N/C=C/CCCN